Run w
DFT (wB97M-V/def2-TZVPD) results for C21H22FN3O2S in the gas phase.

Calculated values
- charge = 0
- highest occupied orbital energy (eV) = -9.13
- SMILES = C[C@H](NC1=NC(=O)[C@@](C)(c2ccc(CCC(N)=O)cc2)S1)c1ccc(F)cc1
- HOMO-LUMO gap (eV) = 9.54

Atoms and positions in Å:
H: -2.727 0.128 -2.750
C: -0.211 -1.049 1.918
C: -3.292 -2.713 -4.517
H: 0.198 -1.524 2.861
C: 2.225 3.171 3.691
H: -0.157 0.963 -5.325
H: 3.649 2.987 6.098
H: 2.086 1.175 5.847
C: -2.555 -0.682 -3.421
H: 3.038 4.449 6.823
H: 1.084 -0.291 -5.196
H: 0.032 -2.423 -4.730
H: 1.369 1.231 -4.429
C: -0.100 0.086 -3.447
H: 4.174 2.358 3.349
H: -0.514 0.938 -2.872
H: -1.058 -0.428 2.241
S: 0.224 0.667 -0.240
N: 1.830 -1.342 -0.709
C: -1.228 -0.922 -3.775
C: 2.638 4.285 4.636
O: 0.705 3.498 7.104
H: -0.594 1.761 2.474
C: 0.597 0.516 -4.686
C: 0.436 1.852 2.695
C: 1.936 -1.084 0.629
O: 2.758 -1.727 1.253
C: 2.743 1.188 2.402
H: 0.143 3.585 3.885
C: 0.865 2.939 3.440
C: 1.022 -0.519 -1.244
C: -0.979 -2.098 -4.480
H: 1.169 -1.558 -2.962
H: 3.494 4.819 4.191
H: 0.579 1.267 6.724
H: -4.630 -1.350 -3.457
C: 1.676 2.930 6.656
H: -1.785 -3.872 -5.354
C: 0.884 -0.151 1.221
N: 1.549 1.572 6.600
H: 3.544 0.519 2.088
C: 3.140 2.282 3.146
H: 1.838 5.029 4.707
H: -0.574 -1.839 1.243
F: -4.221 -3.543 -4.940
N: 0.810 -0.680 -2.591
C: 1.389 0.942 2.153
C: -1.989 -3.010 -4.810
C: -3.593 -1.562 -3.759
C: 2.840 3.688 6.082

Run x
DFT (wB97M-V/def2-TZVPD) results for C21H22FN3O2S in the gas phase.

Calculated values
- charge = 0
- highest occupied orbital energy (eV) = -9.05
- SMILES = C[C@H](NC1=NC(=O)[C@](C)(c2ccc(CCC(N)=O)cc2)S1)c1ccc(F)cc1
- HOMO-LUMO gap (eV) = 9.47

Atoms and positions in Å:
C: -4.416 -3.819 -1.667
C: -3.991 -1.323 -1.672
N: -4.820 -4.896 -0.916
H: -1.277 4.379 -0.629
N: 1.127 2.316 2.518
H: 3.098 1.280 2.550
C: -2.140 0.354 -1.878
C: -0.500 2.798 0.664
H: 5.451 2.816 1.219
C: 3.678 -0.099 0.244
C: 4.228 -1.100 1.061
H: -3.883 -1.421 -2.750
C: -1.276 1.312 -1.274
H: 4.914 -0.875 1.907
C: 2.423 -1.821 -1.012
H: 3.766 1.936 -0.391
C: -1.223 4.164 0.450
H: -2.576 -2.880 -1.181
H: -5.082 -5.700 -1.505
N: 3.077 1.786 1.672
H: 2.319 0.300 -1.417
H: -5.054 -1.085 -1.473
C: 5.326 1.735 1.093
H: -4.248 -5.051 -0.063
H: -2.030 0.087 -2.912
C: 3.950 1.377 0.552
S: 1.158 2.853 -0.088
C: 3.008 -2.799 -0.162
C: 2.797 -0.475 -0.814
H: -0.662 4.987 0.932
H: -3.749 -2.726 0.033
H: 6.105 1.344 0.442
C: -1.375 1.676 0.073
H: -2.225 4.197 0.861
F: 2.682 -4.107 -0.283
H: 5.413 1.307 2.090
C: 1.808 2.290 1.439
C: -3.618 -2.694 -1.044
C: -3.342 0.164 0.201
O: -1.031 2.681 3.031
H: 1.723 -2.144 -1.808
H: 4.333 -3.208 1.441
C: -2.483 1.112 0.779
O: -4.485 -3.942 -2.858
H: -4.180 -0.214 0.769
C: 3.871 -2.416 0.825
C: -0.188 2.637 2.156
H: -2.712 1.347 1.807
C: -3.150 -0.267 -1.110
H: -0.540 1.827 -1.901

Looking at the structures above, which would you pick as the most stable? I would pick run w.